Formula: C22H56O13P2SSiTa
Source: OMol25
Level of theory: the ωB97M-V functional and the def2-TZVPD basis

Structure (XYZ):
```
96
Properties=species:S:1:pos:R:3:lowdin_charge:R:1
C 3.26041 -1.21026 1.75881 -0.0795
H -5.08802 -0.72276 -1.91526 0.0237
C -3.30946 0.77137 -2.01847 -0.3373
H 2.74500 5.84828 4.29504 0.1147
H -3.24425 1.84891 -2.38477 0.0970
H 2.18908 7.25733 6.19632 0.0749
H -1.97111 4.04364 7.11484 0.1028
C 1.73084 5.77639 4.69678 -0.3036
P 5.53179 -0.69553 -0.25008 0.7053
H 3.97320 -0.39048 -2.51766 0.1045
H -0.35384 -1.67200 -6.75310 0.0290
H -2.25062 1.65433 2.16466 0.0916
C 4.02700 0.59935 -2.05893 -0.2960
H -6.08774 -2.45212 -3.28428 0.0364
C 0.96387 1.09353 6.04414 -0.2966
S -1.66757 -0.37174 1.49594 0.7069
C 3.91430 0.15486 1.74588 -0.2987
H -5.41016 -4.47830 -2.39837 0.1174
H -3.50394 -6.47916 -3.87094 0.1513
H -0.92688 1.34574 5.01263 0.0622
H -4.93527 -0.48226 -5.55883 -0.1449
O -1.83141 -6.03043 -2.68636 0.0006
H -2.31311 -5.13671 -6.11950 0.0318
C -4.80682 -4.30565 -3.37277 -0.3164
H -2.47184 -1.98333 -3.21741 -0.1167
H 4.30941 1.30877 -2.84175 0.1167
C -1.36607 -1.38642 -7.23827 -0.3075
O 1.68977 4.65153 5.56669 -0.2267
H 0.40867 0.85306 3.97234 0.0787
H -0.75802 1.88417 8.91560 0.0783
H 2.27155 -1.15537 2.22029 0.0777
C -1.55148 2.28820 8.28233 -0.0847
O 7.10892 -0.25641 0.00009 -0.2296
C 2.67041 0.98371 -1.50054 -0.0788
H -5.15177 -5.15873 -4.07610 0.1100
C 1.40398 7.04441 5.46394 -0.0804
H 1.83339 0.43256 5.97292 0.1230
H -5.34422 0.77488 -3.06968 0.0295
O -0.28363 0.07488 1.08949 -0.3655
H 1.06118 5.63985 3.84383 0.1028
O 0.09545 3.74861 7.28004 -0.2171
O -1.49466 -1.67221 2.24772 -0.3630
H 3.30722 0.88406 1.20675 0.1003
H 2.30939 0.22031 -0.80654 0.0604
H -0.77245 -4.23347 -6.64250 0.0267
C -2.77283 -0.71763 0.05174 -0.2107
O -3.40432 -4.39561 -3.00877 -0.1599
H -5.85823 -3.14542 -4.96936 0.0308
H 2.72620 1.92775 -0.95294 0.0787
C -1.21618 3.69386 7.82279 -0.3007
H -3.00185 1.59369 0.03142 0.0959
H -1.66240 1.61958 7.42472 0.0625
H -2.49092 2.27541 8.84183 0.0772
H 7.84290 -2.15714 -0.43144 0.1015
H -3.54702 -3.65072 -8.68132 0.0270
O -0.66996 4.77974 5.25554 -0.2504
H 7.92075 -0.55430 -2.49492 0.0728
H 3.99611 0.51980 2.77474 0.1202
H -2.11509 -1.17523 -0.77613 0.1111
O 1.44749 2.42162 5.92347 -0.1969
H -1.39135 -4.02674 -4.86859 0.0134
H -4.61147 0.58737 -0.22024 0.1121
H -2.52580 0.08386 -4.73306 -0.1389
H 1.93374 1.08346 -2.30214 0.0831
C -3.47885 0.65104 -0.41680 -0.2395
H 1.31611 7.89842 4.78842 0.0745
C -4.01258 -3.12870 -7.75933 -0.3110
C 8.16756 -1.11364 -0.40728 -0.3092
O 5.78140 -1.56219 -1.48771 -0.2470
H 8.95835 -1.04502 0.34486 0.1115
Ta -3.71755 -1.30131 -4.40155 1.3330
H -1.58989 -0.32227 -6.87639 -0.0183
H -2.36041 0.24126 -2.40746 0.0247
C -2.93597 -5.73378 -3.21530 -0.2671
O 5.22776 0.14401 1.20934 -0.2012
Si -2.69303 -2.59706 -6.46890 0.2695
H 9.44622 -1.38530 -2.13215 0.0731
H -4.73148 -2.30080 -8.07133 0.0193
C -1.69179 -4.17429 -5.96014 -0.2819
O -2.45403 0.73805 2.47777 -0.2146
H 0.54589 0.94757 7.04191 0.0972
H 9.19639 0.30895 -1.66012 0.0743
H 0.47252 6.94962 6.02831 0.0710
O 5.02814 0.67133 -1.05104 -0.2182
C -0.02940 0.71815 4.96519 -0.0855
H -4.65994 -3.94495 -7.25274 0.0169
C -5.29802 -2.91851 -3.98947 -0.4046
H 3.14147 -1.60567 0.74385 0.0716
H -0.33730 -0.32418 5.07479 0.0944
H -1.23526 4.36894 8.68287 0.1171
H 3.87078 -1.92610 2.31656 0.0832
C -4.59568 -0.00782 -2.67172 -0.4407
H -3.59722 -1.45889 0.35350 0.1251
C 8.71394 -0.66934 -1.75163 -0.0810
P 0.34160 3.69425 5.63562 0.7067
H -1.29998 -1.48455 -8.37429 0.0171
```

Summary:
F_max in eV/A: 9.0
HOMO-LUMO gap in eV: 4.54
Net charge: -1
LUMO in eV: 0.0
Spin multiplicity: 1


Formula: HIN3P
Source: OMol25
Level of theory: the ωB97M-V functional and the def2-TZVPD basis

Structure (XYZ):
```
6
Properties=species:S:1:pos:R:3:nbo_charge:R:1
N 0.89636 -0.37965 0.05602 -0.5526
H 1.05705 -1.46228 0.26897 0.4007
N 1.39653 0.13088 -0.89160 0.2501
P 4.47157 1.71234 0.24118 0.0671
N 1.87606 0.71106 -1.72658 -0.0955
I 4.65081 -0.60071 0.42324 -0.0698
```

Summary:
F_max in eV/A: 5.2
HOMO-LUMO gap (alpha / beta) in eV: 6.72 / 6.64
LUMO (alpha / beta) in eV: -1.5 / -1.5
Spin multiplicity: 1


Formula: C4H7NO
Source: OMol25
Level of theory: the ωB97M-V functional and the def2-TZVPD basis

Structure (XYZ):
```
13
Properties=species:S:1:pos:R:3:nbo_charge:R:1
C -0.06040 -1.35626 0.53953 -0.1089
H 1.09108 0.43915 1.36617 0.1831
H 0.20300 0.44991 -2.15736 0.2159
N -0.98604 1.20930 1.21110 -0.4968
H -1.30825 0.74415 -0.76119 0.2190
C 0.06686 0.19902 0.78207 -0.1301
O 0.40920 -1.13255 -1.07325 -0.5682
H -1.25676 -1.75447 0.70721 0.2196
H 1.77957 0.56142 -1.09004 0.1946
C 0.73958 0.29590 -1.25305 -0.0783
C -0.28403 0.90293 -0.25260 -0.1871
H -0.31248 1.79854 1.94976 0.3351
H 0.66049 -1.89296 1.19806 0.2019
```

Summary:
Structure (SMILES): C1OC[C@@H]2N[C@@H]12
F_max in eV/A: 11.0
HOMO-LUMO gap in eV: 10.13
LUMO in eV: 0.7
Spin multiplicity: 1